# 1
The following is a quantum chemistry calculation of a 12-piece molecular cluster, C52H64F32O28 overall in a non-equilibrium geometry, from the OMol25 dataset.

```
176
Properties=species:S:1:pos:R:3:lowdin_charge:R:1
F 6.06 9.03 8.65 0.19
F 4.60 -10.34 -1.29 0.14
F -0.75 -8.46 0.50 0.11
F -0.14 -7.63 -2.07 0.12
F 4.34 6.10 -6.89 0.11
F 3.76 -4.94 2.37 0.15
F 3.78 9.17 11.31 0.13
F 6.87 -1.07 6.40 0.13
F 2.02 -11.97 -1.71 0.14
F -1.43 -9.20 -2.91 0.04
F -2.38 -9.72 -0.25 0.14
F 5.50 -5.91 5.24 0.09
F 6.46 4.28 -6.71 0.12
F 5.56 10.33 11.30 0.13
F 3.14 -4.65 4.33 0.16
F 7.06 -1.58 3.68 0.18
F 6.08 -6.09 3.12 0.14
F 5.39 5.52 5.79 0.14
F 3.24 5.27 8.58 0.14
F 5.36 5.48 8.41 0.15
F 8.80 -1.92 5.89 0.14
F 6.66 7.46 -2.87 0.15
F 8.13 5.73 -0.99 0.13
F 2.39 -11.06 0.23 0.14
F 7.33 4.04 -2.11 0.12
F 3.48 5.26 -5.02 0.10
F 3.31 5.65 5.72 0.09
F 4.28 10.18 8.73 0.18
F 4.59 3.32 -7.07 0.14
F 3.32 -9.50 -2.79 0.14
F 8.15 6.21 -3.75 0.14
F 7.63 -3.68 4.19 0.16
O 0.46 0.74 -1.68 0.09
O 4.72 -3.86 -7.49 0.12
O 3.82 -5.34 -8.82 0.08
O 5.88 -4.52 -9.28 0.13
O 1.06 -9.90 -1.13 -0.02
O 1.39 9.57 2.30 0.12
O -5.11 3.93 2.32 0.11
O -1.81 -2.06 7.72 0.11
O -0.48 -0.37 6.91 0.14
O 1.55 8.23 0.49 0.07
O -7.23 -4.48 -5.84 0.13
O -7.19 -3.37 3.81 0.09
O -6.58 -5.45 3.92 0.05
O -2.59 -0.13 7.71 0.07
O -6.50 4.27 0.58 0.09
O 1.32 0.96 0.37 0.07
O -4.00 4.31 -9.17 0.07
O -5.85 4.39 -7.99 0.16
O -4.26 2.92 -7.54 0.10
O 5.91 5.61 -3.79 0.01
O -7.29 3.08 2.23 0.09
O 5.53 -2.96 4.64 0.02
O -0.46 8.84 1.06 0.07
O -5.24 -3.82 -5.43 0.10
O -6.83 -3.73 -3.80 0.14
O 2.66 1.04 -1.47 0.15
O -5.08 -3.75 3.42 0.15
O 4.18 7.91 8.99 0.02
C -1.68 -0.13 -1.36 -0.03
C 4.33 5.13 6.43 -0.35
C -8.41 -4.09 4.15 -0.06
C -1.72 4.40 -9.79 0.01
C 4.23 5.78 7.83 -0.50
C 7.50 -2.10 5.86 -0.37
C 2.79 -2.71 -6.75 -0.01
C 5.08 -5.99 3.96 -0.33
C -0.16 -10.40 -0.55 -0.04
C -0.12 0.70 0.48 -0.07
C -4.09 -4.46 -7.34 -0.03
C 4.90 9.14 9.25 -0.52
C -6.16 -4.12 3.78 -0.58
C -7.81 -6.04 5.90 0.00
C 3.48 -4.08 -6.94 -0.32
C -2.51 -2.47 9.95 -0.01
C 5.28 4.00 -6.20 -0.37
C 3.39 -9.90 -1.54 -0.37
C 4.99 -3.46 3.46 -0.10
C 0.85 8.94 1.38 -0.51
C -0.69 0.88 -0.89 -0.36
C -7.87 3.98 0.23 -0.33
C 4.12 7.29 7.76 -0.10
C 0.70 7.52 -0.40 -0.11
C -1.68 8.49 -0.92 -0.01
C -3.62 -0.87 8.26 -0.12
C 1.58 0.89 -0.99 -0.56
C -1.16 -9.27 -0.52 -0.47
C 6.94 -2.58 4.54 -0.49
C 4.64 5.38 -5.78 -0.38
C -6.48 -3.98 -4.94 -0.58
C 2.87 -5.21 -7.81 -0.10
C -4.82 3.86 -8.27 -0.65
C -6.19 3.70 1.77 -0.50
C -1.22 -8.35 -1.82 -0.27
C -2.91 3.44 -9.37 -0.26
C -7.93 -5.49 4.42 -0.30
C 4.97 9.27 10.75 -0.35
C -8.00 3.37 -1.18 -0.02
C 7.16 5.32 -1.79 -0.33
C 6.98 6.17 -3.06 -0.49
C 2.23 -10.77 -1.07 -0.44
C -6.61 -4.65 -7.02 -0.13
C -2.93 2.81 -7.96 -0.10
C 4.22 -4.76 3.57 -0.52
C 5.72 6.18 -5.05 -0.09
C -8.31 3.03 1.27 -0.13
C -0.68 7.81 0.11 -0.28
C -1.47 -0.84 7.44 -0.54
C 4.88 -4.55 -8.57 -0.55
C -5.33 -3.82 -6.85 -0.33
C -2.95 -2.21 8.45 -0.33
H -8.80 -6.43 6.12 0.08
H 6.66 6.32 -5.58 0.15
H -1.25 9.34 -1.46 0.08
H -9.02 3.15 -1.50 0.09
H -7.58 4.10 -1.86 0.09
H -9.23 3.42 1.69 0.14
H -3.65 -3.00 8.19 0.15
H 3.38 -2.06 -6.11 0.09
H -6.39 -5.70 -7.21 0.14
H -2.06 -7.65 -1.82 0.17
H 4.96 7.62 7.16 0.15
H 4.28 4.05 6.38 0.18
H 2.55 -6.06 -7.21 0.13
H -8.51 2.03 0.89 0.14
H 1.83 -2.85 -6.26 0.08
H 3.19 7.50 7.24 0.15
H -0.58 1.35 1.23 0.14
H -6.99 -6.76 5.92 0.08
H -1.20 -1.11 -1.47 0.10
H 5.80 -3.51 2.74 0.14
H -8.59 -6.08 3.78 0.15
H -3.87 -0.49 9.25 0.13
H -2.22 3.24 -7.25 0.14
H 0.97 6.46 -0.43 0.14
H -9.00 -3.68 4.97 0.14
H -1.93 -1.61 10.28 0.09
H 4.27 -2.74 3.07 0.15
H -2.63 8.77 -0.47 0.08
H -5.45 -2.86 -7.34 0.16
H -0.65 -11.08 -1.25 0.15
H -4.05 -4.52 -8.43 0.09
H -0.29 -0.32 0.83 0.14
H -1.99 0.07 -2.39 0.08
H -7.45 2.43 -1.17 0.09
H 1.96 -4.82 -8.26 0.13
H -1.17 1.84 -1.08 0.16
H -4.46 -0.89 7.58 0.14
H -1.94 7.83 -1.75 0.07
H 3.22 -9.01 -0.93 0.17
H -2.60 1.79 -8.14 0.13
H -0.86 3.81 -10.09 0.08
H 2.62 -2.20 -7.70 0.09
H 6.23 5.27 -1.22 0.17
H -3.34 -2.54 10.66 0.08
H -4.09 -5.49 -7.01 0.09
H 0.78 7.95 -1.39 0.13
H -2.64 0.01 -0.85 0.10
H 3.57 -4.49 -5.93 0.15
H -7.62 -5.24 6.61 0.08
H -1.40 4.99 -8.93 0.08
H 4.49 -6.91 3.94 0.17
H -1.03 6.93 0.65 0.15
H 7.41 -2.86 6.64 0.17
H -3.16 -4.05 -6.93 0.09
H -3.33 2.76 -10.10 0.16
H 0.06 -10.72 0.47 0.15
H -8.94 -4.04 3.20 0.14
H 5.44 7.19 -4.75 0.15
H -1.92 5.05 -10.64 0.08
H -1.96 -3.41 10.00 0.08
H 5.49 8.39 11.12 0.17
H -7.08 -4.33 -7.95 0.14
H -8.45 4.90 0.26 0.15
H 5.35 3.38 -5.31 0.17
```

Calculated values
- spin multiplicity = 1
- SMILES = FC(F)C(F)(F)COC(F)(F)C(F)F.FC(F)C(F)(F)COC(F)(F)C(F)F.FC(F)C(F)(F)COC(F)(F)C(F)F.FC(F)C(F)(F)COC(F)(F)C(F)F.C[C@H]1COC(=O)O1.C[C@H]1COC(=O)O1.C[C@H]1COC(=O)O1.C[C@H]1COC(=O)O1.C[C@H]1COC(=O)O1.C[C@H]1COC(=O)O1.C[C@H]1COC(=O)O1.C[C@H]1COC(=O)O1
- frontier orbital gap (eV) = 10.4
- HOMO energy (eV) = -10.66

=====

# 2
The following is a quantum chemistry calculation of C52H64GeN2S3Si4Tl as an isolated structure, from the OMol25 dataset.

```
127
Properties=species:S:1:pos:R:3:mulliken_spin:R:1
Tl -0.13 -0.33 -0.41 0.08
Ge -1.52 1.80 1.61 0.34
S -3.55 -1.44 0.52 0.01
S -1.71 -2.39 -2.06 0.10
S 1.06 -2.87 1.05 0.09
Si 1.27 1.92 -3.38 -0.01
Si 3.55 0.37 -2.05 0.01
Si 1.43 -1.15 -3.75 -0.02
Si 3.70 -3.83 2.78 0.00
N 1.56 -0.41 1.86 0.04
N -1.24 1.65 -2.20 0.01
C 3.85 1.68 -0.71 -0.01
C 4.82 0.82 -3.39 0.02
C -3.18 1.32 5.60 0.00
C -1.71 -4.99 2.70 0.00
C 1.84 0.33 -2.70 0.19
C 2.04 3.46 -2.60 -0.01
C -2.61 3.44 -3.80 0.00
C -0.28 3.39 1.76 0.07
C 2.23 0.53 2.52 -0.01
C -4.26 -2.04 -0.99 0.02
C 1.64 2.13 -5.23 0.03
C -0.97 0.39 5.62 0.00
C 4.41 -4.47 1.16 0.00
C 0.10 4.07 0.60 0.00
C -2.70 -4.10 0.69 0.00
C -4.45 4.72 0.28 -0.01
C -0.20 -0.94 -4.68 0.00
C -3.24 2.81 1.21 0.02
C -0.81 0.77 4.29 0.00
C -2.45 -2.70 2.63 0.00
C -4.12 -2.77 -3.27 0.00
C 4.13 -1.29 -1.36 -0.01
C -5.65 -2.08 -1.07 0.00
C 1.50 -2.81 -2.88 0.00
C -2.17 0.66 6.28 0.01
C -2.53 1.89 -2.00 -0.02
C 2.44 -5.07 3.44 0.00
C -5.50 -2.79 -3.35 0.00
C -1.87 -3.75 3.32 0.00
C 1.40 5.66 1.86 0.00
C -2.86 -2.87 1.31 0.00
C 0.91 5.19 0.64 -0.01
C 0.24 3.86 2.97 0.00
C -3.44 -2.37 -2.09 -0.01
C 3.13 -2.06 2.69 -0.01
C -6.28 -2.44 -2.25 0.00
C 3.81 -1.04 3.33 0.00
C -5.67 2.76 0.90 -0.01
C -5.66 4.05 0.38 0.01
C -1.82 1.45 3.59 0.05
C 2.71 -1.34 -5.15 0.01
C -0.59 2.26 -3.20 0.00
C -1.27 3.17 -4.02 0.00
C 1.07 4.97 3.02 0.00
C -4.48 2.15 1.29 0.01
C -3.26 2.79 -2.76 0.00
C -3.27 4.12 0.70 0.01
C -3.00 1.72 4.28 0.01
C 3.37 0.28 3.27 0.00
C -2.13 -5.15 1.39 0.00
C 1.98 -1.70 1.92 -0.01
C 5.12 -3.91 4.04 0.00
H 5.85 0.74 -3.01 0.00
H 1.98 3.42 -1.51 0.00
H 0.10 0.50 3.78 -0.02
H -6.23 -1.81 -0.20 0.00
H 4.97 -1.15 -0.67 0.00
H 3.10 3.56 -2.87 0.00
H -0.94 -0.39 -4.09 0.00
H -3.51 -3.05 -4.12 0.00
H 3.32 -1.79 -0.81 0.00
H -2.35 4.68 0.62 0.00
H 1.51 4.36 -2.93 0.00
H -4.13 1.51 6.10 0.00
H -1.26 -5.81 3.24 0.00
H -1.53 -3.60 4.34 0.00
H -0.01 3.35 3.89 0.00
H -7.36 -2.45 -2.32 0.00
H -0.74 3.65 -4.84 0.00
H -4.43 5.73 -0.13 0.00
H -3.14 4.15 -4.42 0.00
H 2.49 -3.26 -2.94 0.00
H -2.99 -4.23 -0.35 0.00
H 1.46 5.31 3.98 0.00
H -5.97 -3.09 -4.28 0.00
H -0.25 3.70 -0.37 0.00
H 2.93 -6.03 3.64 0.00
H 3.70 -1.59 -4.75 0.00
H 0.97 1.52 -5.85 0.00
H 4.46 -1.97 -2.16 0.00
H 2.03 6.54 1.90 0.00
H 1.99 -4.72 4.37 0.00
H -3.80 2.25 3.78 0.00
H 4.73 0.16 -4.26 0.00
H 2.80 -0.42 -5.73 0.00
H 3.88 1.09 3.77 0.00
H 1.64 -5.22 2.72 0.00
H 1.55 3.17 -5.56 0.00
H -0.64 -1.92 -4.90 0.00
H -3.00 1.36 -1.18 0.00
H 4.80 -3.60 5.04 0.00
H 4.60 1.33 0.01 0.00
H -1.99 -6.11 0.90 0.00
H 3.68 -4.35 0.36 0.00
H 4.68 -5.52 1.23 0.00
H 1.83 1.54 2.44 0.00
H -0.05 -0.42 -5.64 0.00
H -4.51 1.13 1.66 0.00
H 4.19 2.62 -1.14 0.00
H 2.93 1.88 -0.16 0.00
H 5.48 -4.94 4.11 0.00
H 4.68 1.85 -3.75 0.00
H -6.58 4.51 0.06 0.00
H 5.97 -3.29 3.75 0.00
H -4.30 2.98 -2.53 0.00
H 2.67 1.81 -5.44 0.00
H 4.71 -1.26 3.90 0.00
H 1.24 -2.74 -1.82 -0.01
H -6.60 2.21 0.99 0.00
H -0.17 -0.12 6.14 0.00
H -2.59 -1.74 3.12 0.00
H 2.42 -2.15 -5.84 0.00
H -2.31 0.34 7.31 0.00
H 0.77 -3.50 -3.33 0.00
H 1.18 5.71 -0.28 0.00
H 5.31 -3.90 0.88 0.00
```

Calculated values
- charge = -2
- expectation value of S² = 0.7675
- spin multiplicity = 2
- frontier orbital gap (spin up / spin down) (eV) = 5.6 / 5.0
- HOMO energy (spin up / spin down) (eV) = -1.50 / -1.97

=====

Computed DFT total energy (eV) in order:
-199246.7542, -183174.7256